1.
DFT (the ωB97M-V functional and the def2-TZVPD basis) results for 7 unconnected molecules or ions with the total composition C52H43BF7IN3O25.

Last column: Löwdin charge in e.
Geometry (Å):
1 C 5.787 -2.601 2.638  0.122
2 C 4.608 -2.702 2.839  -0.139
3 C 3.176 -2.757 3.185  -0.187
4 C 2.314 -2.185 2.051  -0.179
5 C 2.390 -0.644 1.951  -0.107
6 C 2.004 -0.223 0.547  -0.158
7 N 0.722 -0.021 0.377  0.239
8 N 0.379 0.318 -0.867  -0.002
9 B -1.156 0.500 -1.034  -0.706
10 O -1.636 1.801 -1.018  0.145
11 N -2.038 -0.616 -1.134  -0.066
12 C -2.550 -1.046 0.185  -0.072
13 C -1.531 -1.748 -1.938  -0.056
14 C 1.200 0.491 -1.878  -0.490
15 I 0.306 1.015 -3.729  1.267
16 C 2.591 0.290 -1.750  -0.024
17 C 3.635 0.449 -2.835  -0.406
18 F 3.239 1.108 -3.926  0.064
19 F 4.634 1.189 -2.309  0.145
20 C 4.267 -0.920 -3.326  -0.354
21 F 5.593 -0.861 -3.217  0.178
22 F 3.836 -1.953 -2.589  0.162
23 C 3.954 -1.252 -4.810  -0.577
24 F 4.616 -0.476 -5.637  0.217
25 F 2.653 -1.223 -5.050  0.163
26 F 4.370 -2.504 -5.018  0.189
27 C 3.012 -0.112 -0.464  -0.037
28 C 4.424 -0.421 -0.069  -0.136
29 C 5.082 0.878 0.544  -0.039
30 H 6.777 -2.418 2.290  0.037
31 H 2.955 -2.193 4.093  0.127
32 H 2.908 -3.799 3.362  0.122
33 H 1.274 -2.440 2.283  0.111
34 H 2.508 -2.667 1.089  0.123
35 H 3.349 -0.232 2.257  0.113
36 H 1.645 -0.234 2.636  0.117
37 H -1.609 2.132 -0.108  0.127
38 H -3.106 -0.230 0.655  0.096
39 H -1.767 -1.349 0.881  0.062
40 H -3.277 -1.838 0.033  0.091
41 H -2.040 -2.657 -1.620  0.097
42 H -0.442 -1.869 -1.925  0.077
43 H -1.829 -1.585 -2.978  0.080
44 H 4.483 -1.258 0.622  0.092
45 H 5.026 -0.683 -0.931  0.097
46 H 5.971 1.153 -0.010  0.078
47 H 5.295 0.683 1.593  0.067
48 H 4.343 1.679 0.528  0.089
49 C -4.399 -1.585 4.427  0.081
50 C -4.693 -0.793 5.468  -0.231
51 C -3.696 0.185 6.024  -0.307
52 O -4.033 0.885 6.956  0.129
53 C -2.370 0.242 5.414  0.083
54 C -2.084 -0.553 4.380  -0.231
55 C -3.087 -1.511 3.811  -0.307
56 O -2.746 -2.183 2.853  0.081
57 O -0.890 -0.556 3.770  0.081
58 O -5.873 -0.816 6.074  0.130
59 H -5.108 -2.290 4.016  0.140
60 H -1.655 0.937 5.831  0.138
61 H -0.968 -1.222 3.063  0.088
62 H -5.828 -0.152 6.789  0.126
63 C -7.275 -0.356 -0.509  0.054
64 C -8.386 0.390 -0.598  -0.220
65 C -8.382 1.747 -1.246  -0.308
66 O -9.430 2.358 -1.304  0.122
67 C -7.120 2.259 -1.765  0.084
68 C -6.011 1.515 -1.675  -0.229
69 C -6.025 0.151 -1.051  -0.294
70 O -4.975 -0.471 -1.033  0.088
71 O -4.825 1.927 -2.127  0.106
72 O -9.559 -0.014 -0.125  0.130
73 H -7.267 -1.335 -0.047  0.110
74 H -7.124 3.242 -2.214  0.139
75 H -4.193 1.205 -1.937  0.100
76 H -10.191 0.704 -0.319  0.125
77 C 7.896 5.904 1.522  0.083
78 C 7.492 4.631 1.548  -0.235
79 C 6.527 4.126 2.578  -0.320
80 O 6.192 2.951 2.525  0.075
81 C 6.048 5.050 3.584  0.057
82 C 6.454 6.326 3.569  -0.235
83 C 7.398 6.842 2.522  -0.308
84 O 7.710 8.014 2.557  0.124
85 O 6.056 7.216 4.471  0.126
86 O 7.914 3.720 0.666  0.108
87 H 8.589 6.279 0.782  0.139
88 H 5.370 4.668 4.335  0.137
89 H 6.493 8.056 4.235  0.125
90 H 7.473 2.889 0.918  0.098
91 C 10.645 1.276 5.689  0.078
92 C 9.581 2.086 5.658  -0.234
93 C 9.653 3.466 5.073  -0.305
94 O 8.635 4.137 5.062  0.099
95 C 10.927 3.931 4.553  0.077
96 C 11.996 3.123 4.586  -0.233
97 C 11.919 1.732 5.149  -0.312
98 O 12.923 1.049 5.129  0.119
99 O 13.187 3.490 4.129  0.124
100 O 8.388 1.729 6.135  0.113
101 H 10.604 0.280 6.106  0.137
102 H 10.971 4.932 4.149  0.136
103 H 13.779 2.727 4.269  0.124
104 H 7.802 2.494 5.987  0.116
105 C -8.442 -4.466 -3.799  0.089
106 C -7.924 -3.643 -2.882  -0.218
107 C -7.741 -4.054 -1.454  -0.292
108 O -7.236 -3.241 -0.697  0.079
109 C -8.171 -5.381 -1.055  0.079
110 C -8.696 -6.212 -1.967  -0.231
111 C -8.853 -5.809 -3.408  -0.305
112 O -9.319 -6.621 -4.181  0.124
113 O -9.109 -7.437 -1.668  0.124
114 O -7.529 -2.397 -3.161  0.095
115 H -8.574 -4.175 -4.834  0.126
116 H -8.050 -5.661 -0.018  0.137
117 H -9.440 -7.823 -2.501  0.124
118 H -7.205 -2.029 -2.318  0.086
119 C -5.565 -0.776 -8.664  0.077
120 C -6.543 -1.669 -8.462  -0.233
121 C -7.229 -1.803 -7.132  -0.302
122 O -8.118 -2.626 -7.022  0.110
123 C -6.788 -0.946 -6.042  0.080
124 C -5.810 -0.058 -6.244  -0.231
125 C -5.140 0.094 -7.577  -0.315
126 O -4.266 0.934 -7.686  0.104
127 O -5.363 0.752 -5.282  0.104
128 O -6.972 -2.492 -9.415  0.122
129 H -5.065 -0.670 -9.617  0.137
130 H -7.275 -1.062 -5.085  0.114
131 H -4.667 1.295 -5.696  0.114
132 H -7.680 -3.028 -9.012  0.122

2S+1: 1
E_tot, eV: -138069.0055
Largest force on an atom, eV/A: 1.93
Charge: +1


2.
DFT (the ωB97M-V functional and the def2-TZVPD basis) results for a gas-phase ion, C5H12N (charge +1).

Last column: natural (NBO) charge in e.
Geometry (Å):
1 C 0.231 -0.831 1.365  -0.664
2 C -0.003 -0.618 -0.092  -0.009
3 C -0.694 0.721 -0.380  -0.494
4 C 0.276 1.901 -0.388  -0.178
5 C 1.577 1.952 -0.732  -0.364
6 N -1.020 -1.711 -0.557  -0.690
7 H -0.700 -1.021 1.908  0.224
8 H 0.977 -1.662 1.553  0.245
9 H 0.640 0.038 1.852  0.269
10 H 0.851 -0.837 -0.737  0.231
11 H -1.423 0.808 0.453  0.231
12 H -1.255 0.862 -1.311  0.244
13 H 0.029 2.669 0.354  0.208
14 H 2.290 2.347 -0.012  0.236
15 H 1.922 1.165 -1.416  0.175
16 H -0.570 -2.618 -0.422  0.447
17 H -1.287 -1.393 -1.489  0.453
18 H -1.840 -1.771 0.049  0.435

2S+1: 1
SMILES: C=CC[C@@H](C)[NH3+]
Energy relative to the best compared isomer or geometry (same formula, charge and spin), kJ/mol: 205.1
Largest force on an atom, eV/A: 2.87
Charge: +1


3.
DFT (the ωB97M-V functional and the def2-TZVPD basis) results for a single C7H14 molecule.

Last column: natural (NBO) charge in e.
Geometry (Å):
1 C -1.302 1.311 0.311  -0.621
2 C -1.297 -0.238 0.485  -0.208
3 C -2.418 -0.894 -0.358  -0.605
4 C 0.132 -0.968 0.217  -0.392
5 C 1.286 0.030 0.236  -0.231
6 C 2.790 -0.084 0.244  -0.413
7 C 2.081 0.538 -0.933  -0.420
8 H -0.282 1.679 0.217  0.210
9 H -1.848 1.653 -0.577  0.206
10 H -1.708 1.857 1.173  0.211
11 H -1.521 -0.430 1.542  0.197
12 H -3.408 -0.876 0.121  0.210
13 H -2.537 -0.398 -1.331  0.202
14 H -2.178 -1.944 -0.554  0.205
15 H 0.321 -1.743 0.983  0.210
16 H 0.067 -1.515 -0.733  0.200
17 H 0.996 0.862 0.865  0.201
18 H 3.311 0.587 0.927  0.210
19 H 3.310 -1.025 0.089  0.212
20 H 2.106 -0.020 -1.867  0.211
21 H 2.100 1.617 -1.059  0.207

2S+1: 1
SMILES: CC(C)CC1CC1
Energy relative to the best compared isomer or geometry (same formula, charge and spin), kJ/mol: 162.1
Largest force on an atom, eV/A: 0.56
Charge: 0


4.
DFT (the ωB97M-V functional and the def2-TZVPD basis) results for a single C11H12N2S molecule.

Last column: natural (NBO) charge in e.
Geometry (Å):
1 C -2.010 2.387 0.020  -0.272
2 C -3.525 -0.550 0.069  0.065
3 C -0.991 3.289 0.197  -0.293
4 C -2.390 -2.324 -0.130  0.225
5 C -1.469 1.022 -0.064  0.065
6 C -2.112 -0.209 -0.033  0.002
7 C -0.035 0.990 -0.115  -0.204
8 C 0.771 -0.053 -0.251  -0.059
9 C 2.358 -1.054 1.155  -0.609
10 C 2.963 -0.544 -1.298  -0.598
11 C 2.246 -0.083 -0.049  -0.250
12 N -3.702 -1.805 -0.025  -0.470
13 N -1.479 -1.415 -0.160  -0.513
14 S 0.599 2.695 -0.036  0.325
15 H -3.028 2.576 -0.165  0.234
16 H -4.215 0.164 0.293  0.183
17 H -0.875 4.297 0.414  0.232
18 H -2.210 -3.431 -0.137  0.195
19 H 0.331 -0.998 -0.060  0.268
20 H 1.756 -1.907 0.996  0.211
21 H 1.897 -0.531 1.952  0.213
22 H 3.342 -1.198 1.658  0.221
23 H 2.688 -1.572 -1.314  0.204
24 H 4.020 -0.571 -1.125  0.218
25 H 2.513 -0.055 -2.071  0.214
26 H 2.558 0.882 0.279  0.196

2S+1: 1
SMILES: CC(C)/C=c1\scc\c1=C1/C=NC=N1
Energy relative to the best compared isomer or geometry (same formula, charge and spin), kJ/mol: 328.3
Largest force on an atom, eV/A: 3.41
Charge: 0


5.
DFT (the ωB97M-V functional and the def2-TZVPD basis) results for a molecular structure, C26H20N2O2PS2Ti.

Last column: natural (NBO) charge in e.
Geometry (Å):
1 Ti -0.587 0.735 -1.047  1.458
2 O -2.281 1.280 -1.376  -0.670
3 C -3.119 1.894 -0.517  0.409
4 C -4.465 1.540 -0.518  -0.276
5 C -5.341 2.174 0.338  -0.138
6 C -4.901 3.188 1.193  -0.227
7 C -3.579 3.560 1.179  -0.129
8 C -2.656 2.910 0.344  -0.221
9 C -1.296 3.369 0.276  0.193
10 N -0.358 2.669 -0.265  -0.349
11 N 0.849 3.285 -0.514  -0.346
12 C 1.485 2.588 -1.400  0.555
13 O 0.933 1.468 -1.870  -0.700
14 C 2.805 2.980 -1.902  -0.095
15 C 3.426 4.130 -1.413  -0.165
16 C 4.673 4.490 -1.889  -0.212
17 C 5.304 3.711 -2.851  -0.170
18 C 4.687 2.567 -3.337  -0.214
19 C 3.438 2.199 -2.866  -0.176
20 H -4.796 0.769 -1.200  0.239
21 H -6.384 1.887 0.337  0.232
22 H -5.599 3.684 1.852  0.235
23 H -3.228 4.358 1.822  0.226
24 H -1.049 4.368 0.628  0.227
25 H 2.923 4.727 -0.665  0.234
26 H 5.157 5.381 -1.512  0.226
27 H 6.279 3.997 -3.223  0.225
28 H 5.178 1.963 -4.088  0.225
29 H 2.950 1.310 -3.241  0.228
30 S -0.328 -1.585 -1.708  -0.379
31 P -0.281 -1.911 0.298  1.231
32 S -0.529 -0.060 1.162  -0.346
33 C 1.305 -2.578 0.801  -0.360
34 C 1.404 -3.891 1.253  -0.195
35 C 2.650 -4.399 1.592  -0.201
36 C 3.779 -3.603 1.478  -0.165
37 C 3.677 -2.293 1.022  -0.187
38 C 2.441 -1.777 0.681  -0.197
39 C -1.573 -3.028 0.834  -0.462
40 C -2.244 -3.827 -0.086  -0.171
41 C -3.198 -4.726 0.366  -0.199
42 C -3.478 -4.818 1.722  -0.163
43 C -2.808 -4.015 2.637  -0.216
44 C -1.852 -3.116 2.198  -0.124
45 H 0.522 -4.511 1.341  0.232
46 H 2.735 -5.417 1.945  0.232
47 H 4.748 -4.003 1.745  0.231
48 H 4.561 -1.676 0.936  0.230
49 H 2.356 -0.756 0.325  0.225
50 H -2.025 -3.745 -1.143  0.237
51 H -3.724 -5.351 -0.343  0.233
52 H -4.224 -5.519 2.069  0.232
53 H -3.034 -4.088 3.692  0.233
54 H -1.326 -2.488 2.907  0.222

2S+1: 1
Energy relative to the best compared isomer or geometry (same formula, charge and spin), kJ/mol: 0.0
Largest force on an atom, eV/A: 0.51
Charge: +1


6.
DFT (the ωB97M-V functional and the def2-TZVPD basis) results for a single C5H12N2 molecule.

Last column: natural (NBO) charge in e.
Geometry (Å):
1 C 1.672 -1.179 -1.940  -0.624
2 C 0.522 -1.533 -0.956  -0.398
3 C 0.514 -0.676 0.297  -0.385
4 C -0.029 0.834 0.022  -0.216
5 N -1.244 0.721 0.861  -0.666
6 C -1.692 1.921 1.482  0.313
7 N -2.089 2.051 2.635  -0.706
8 H 1.681 -0.104 -2.095  0.202
9 H 2.662 -1.561 -1.574  0.208
10 H 1.494 -1.458 -2.996  0.216
11 H 0.528 -2.587 -0.651  0.206
12 H -0.469 -1.212 -1.453  0.192
13 H 1.607 -0.551 0.579  0.206
14 H -0.134 -1.262 0.999  0.206
15 H 0.675 1.604 0.282  0.195
16 H -0.372 1.017 -0.952  0.183
17 H -1.588 -0.087 1.328  0.381
18 H -1.487 2.714 0.848  0.140
19 H -2.251 1.346 3.285  0.348

2S+1: 1
SMILES: [H]/N=C\NCCCC
Energy relative to the best compared isomer or geometry (same formula, charge and spin), kJ/mol: 218.0
Largest force on an atom, eV/A: 4.92
Charge: 0


Record-wise molar mass values, in g mol⁻¹: 1380.61, 86.16, 98.19, 204.30, 535.43, 100.16